Below is 16 unconnected molecules or ions with the total composition C48H140N12O16, with properties calculated with ωB97M-V with the def2-TZVPD basis set.

Charge: 0
F_max (eV/A): 3.12
2S+1: 1
ΔE to the lowest compared entry with this formula, charge and spin (eV): 4.898
LUMO (eV): 0.197
HOMO-LUMO gap (eV): 8.696

Geometry as XYZ:
```
216
Properties=species:S:1:pos:R:3:forces:R:3
C 18.45835 -27.73527 2.29559 0.939 1.462 0.409
C 17.53910 -26.55808 1.94536 0.572 0.248 -1.031
C 18.24439 -25.38182 1.20273 0.207 -0.370 1.343
O 17.42241 -24.26255 0.77809 1.537 -1.407 -0.713
C 16.90164 -23.51861 1.84720 -0.638 -0.439 -0.123
N 16.59565 -27.10175 1.03068 -1.957 -0.067 -0.335
H 19.24527 -27.26247 2.88324 0.437 -0.529 0.407
H 18.92067 -28.18962 1.41927 -0.200 0.150 -0.193
H 17.98909 -28.52975 2.87586 -0.228 0.253 0.018
H 17.11291 -26.11455 2.84522 -0.206 -0.175 0.352
H 18.80898 -25.83542 0.38812 -0.319 0.478 -0.552
H 18.96903 -25.05989 1.95063 0.389 0.623 -0.079
H 16.10430 -24.16406 2.21560 -0.179 0.529 0.973
H 16.46730 -22.58698 1.48455 0.041 -0.150 -0.303
H 17.65525 -23.24832 2.58689 0.069 -0.269 0.256
H 16.13280 -26.35450 0.53320 -0.059 0.295 -0.348
H 15.84998 -27.47216 1.60243 -0.330 -0.653 -0.194
C 20.67371 -17.01833 -4.31115 0.230 -0.173 0.705
C 21.03881 -16.01168 -3.24515 -0.676 1.385 0.629
C 20.16754 -16.09598 -1.94906 -0.470 -0.420 -1.365
O 20.44482 -15.00387 -1.16689 1.118 1.926 0.897
C 19.78197 -15.00168 0.07107 0.595 -1.252 0.323
N 22.44978 -15.99763 -3.00776 1.422 -1.032 0.403
H 19.63018 -16.84512 -4.57410 0.110 -0.300 -0.396
H 20.81554 -18.02708 -3.92334 -0.251 -0.238 0.043
H 21.38004 -16.91715 -5.13513 -0.383 0.179 -0.233
H 20.86958 -15.02855 -3.68438 -0.538 0.215 0.077
H 20.29349 -17.05636 -1.44917 0.525 -0.239 0.360
H 19.09423 -16.01588 -2.12138 -0.438 -0.399 -0.843
H 18.71435 -15.17732 -0.06102 -0.272 0.240 0.080
H 19.99682 -14.14947 0.71579 -0.062 0.458 -0.742
H 20.20421 -15.83809 0.62805 -0.282 -0.417 0.331
H 22.74420 -16.86475 -2.58171 0.154 -0.715 -0.168
H 22.83179 -15.33876 -2.34437 -0.750 0.694 -0.031
C 21.71820 -18.71246 -8.66158 -0.301 -1.504 0.799
C 21.70601 -17.49718 -9.50898 0.057 0.766 0.612
C 21.20339 -17.76219 -10.88024 1.188 -1.480 -2.160
O 21.23157 -16.65759 -11.78154 -1.497 -0.106 0.605
C 20.69118 -17.02317 -13.05626 1.150 1.474 -0.306
N 20.91891 -16.41978 -8.94392 0.821 1.152 0.303
H 20.69148 -19.05184 -8.52461 -0.077 -0.629 -0.386
H 22.06437 -18.68739 -7.62832 0.185 1.223 0.109
H 22.39890 -19.47276 -9.04459 -0.512 -0.294 -0.610
H 22.74256 -17.16358 -9.55759 0.071 0.438 -0.195
H 20.23368 -18.25993 -10.88637 -0.354 0.149 0.217
H 21.89992 -18.42614 -11.39220 0.081 -0.992 0.286
H 19.72530 -17.51469 -13.17287 -0.154 -0.140 0.982
H 21.43019 -17.60143 -13.61086 0.080 -0.238 -0.051
H 20.61081 -16.04429 -13.52898 -0.108 -0.165 -0.407
H 21.14010 -15.71147 -9.62910 -0.411 0.951 0.287
H 19.91695 -16.52584 -9.01406 -0.171 -0.589 -0.052
C 18.59527 -25.04612 -6.02201 1.551 0.882 0.817
C 18.92817 -26.16523 -6.98276 -1.193 0.351 -0.424
C 19.76246 -27.24549 -6.37975 1.230 -0.054 1.418
O 21.00129 -26.67205 -6.03626 1.894 0.376 0.092
C 21.95791 -27.57230 -5.42009 -1.278 0.348 -0.638
N 17.65929 -26.70898 -7.39963 -1.329 -0.764 -0.453
H 17.95590 -24.23160 -6.36241 -0.142 -0.333 -0.665
H 19.52886 -24.55136 -5.75420 0.078 0.131 0.287
H 18.13998 -25.40385 -5.09852 0.011 -0.351 0.046
H 19.42051 -25.78004 -7.87571 0.291 0.179 0.015
H 19.97007 -28.13261 -6.97811 -0.522 -0.019 -0.529
H 19.32030 -27.56221 -5.43514 -0.585 -0.395 0.110
H 22.03880 -28.47953 -6.01884 -0.033 -0.210 -0.026
H 21.56769 -27.82037 -4.43303 0.241 -0.193 0.250
H 22.95181 -27.12774 -5.36864 -0.289 0.383 0.036
H 17.45491 -27.59930 -6.96875 0.285 -0.422 -0.068
H 16.92922 -26.12775 -7.01327 -0.198 0.177 -0.318
C 27.29933 -22.11675 -5.04341 0.129 0.793 -0.066
C 27.73925 -22.66467 -3.70760 0.100 -1.623 -0.075
C 26.81741 -22.34125 -2.53897 0.721 0.767 0.548
O 27.29432 -22.86864 -1.25226 -0.692 0.639 -0.752
C 28.49217 -22.26947 -0.79814 0.684 -0.620 0.421
N 27.76005 -24.12909 -3.90738 0.261 -0.461 0.738
H 27.95561 -22.48307 -5.83284 0.258 0.200 0.036
H 27.30733 -21.02680 -5.05034 0.049 -0.018 -0.130
H 26.31331 -22.46939 -5.34592 -0.223 -0.028 0.383
H 28.76013 -22.41740 -3.41644 0.030 0.924 -0.274
H 25.78245 -22.62532 -2.72937 0.221 -0.707 0.382
H 26.76757 -21.25480 -2.46656 0.104 0.302 0.169
H 29.33455 -22.79469 -1.24831 0.349 0.507 -0.481
H 28.70242 -22.42945 0.25936 -0.876 -0.627 0.334
H 28.58822 -21.18387 -0.81667 -0.358 0.190 -0.978
H 28.23545 -24.53228 -3.11269 -0.341 -0.298 0.523
H 28.37546 -24.41020 -4.65727 -0.060 0.343 -0.543
C 19.51126 -28.21143 -2.23782 -0.434 0.063 0.946
C 19.50482 -29.66781 -2.62274 1.551 -1.976 -0.645
C 19.77956 -30.67322 -1.46388 -0.919 1.799 1.368
O 18.65367 -30.57116 -0.59721 -0.636 0.180 0.803
C 18.80148 -31.18466 0.71578 0.750 0.372 -2.521
N 18.30107 -30.03679 -3.36088 0.721 1.188 0.169
H 18.96171 -28.10529 -1.30249 -0.199 0.138 0.148
H 18.99088 -27.59866 -2.97389 0.202 -0.043 -0.199
H 20.51221 -27.82538 -2.04504 0.018 -0.080 -0.218
H 20.37075 -29.84122 -3.26164 0.165 0.066 -0.476
H 20.63449 -30.29718 -0.90193 0.588 -0.175 -0.008
H 19.92428 -31.72432 -1.71357 0.144 -0.039 -0.631
H 19.14650 -32.18193 0.44278 -0.360 -0.582 0.869
H 17.83084 -31.11373 1.20661 0.316 -0.193 0.047
H 19.62552 -30.69674 1.23633 -0.159 0.187 0.421
H 18.25395 -31.04560 -3.37402 -0.661 0.014 0.167
H 17.61471 -29.58861 -2.77085 -1.063 -0.816 -0.210
C 25.88486 -19.83977 -8.73016 -1.617 -2.507 -0.909
C 26.10768 -18.89054 -7.64223 0.212 1.348 -0.057
C 25.31932 -19.22468 -6.38004 0.455 -0.657 0.261
O 25.41169 -18.28466 -5.30232 -0.754 -0.687 -0.862
C 24.53767 -17.18635 -5.52495 0.548 1.208 0.157
N 27.54566 -18.86837 -7.49680 0.315 -0.140 1.138
H 24.83960 -19.85488 -9.03887 -0.130 0.322 -0.407
H 26.01274 -20.86749 -8.39024 0.346 -0.216 0.283
H 26.53485 -19.77315 -9.60262 -0.042 0.551 0.066
H 25.73466 -17.94276 -8.03037 -0.152 0.607 0.224
H 25.64784 -20.19621 -6.01083 0.360 0.089 0.208
H 24.27440 -19.41658 -6.62381 -0.188 0.430 -0.297
H 23.57067 -17.36097 -5.99668 -0.100 -0.893 0.078
H 25.02071 -16.47551 -6.19538 0.163 0.256 -0.022
H 24.33920 -16.68893 -4.57560 0.076 -0.112 -0.033
H 27.83909 -18.28067 -6.72959 0.202 0.236 -0.144
H 27.96317 -18.59532 -8.37500 0.203 0.213 0.231
C 24.48999 -21.45650 0.61254 -0.718 -1.672 -0.286
C 24.34104 -21.83625 2.07547 1.168 1.965 -0.078
C 25.23531 -22.97839 2.57947 -0.993 -0.342 -1.862
O 24.95940 -23.10578 3.92786 0.121 -0.706 0.791
C 25.44901 -24.28386 4.55671 -0.222 0.629 -0.226
N 24.60493 -20.56740 2.79060 -0.951 -0.510 0.193
H 25.46248 -21.02736 0.37127 -0.193 0.064 -0.104
H 23.63824 -20.86346 0.27947 0.368 0.665 0.259
H 24.31583 -22.37714 0.05562 0.608 -0.219 -0.480
H 23.29109 -22.07811 2.24048 0.020 -0.341 0.262
H 26.27960 -22.98301 2.26717 0.664 1.138 0.612
H 24.97005 -23.84892 1.97954 -0.828 -0.715 0.232
H 24.97381 -24.28713 5.53766 0.444 -0.097 0.090
H 26.53842 -24.25884 4.58250 0.135 -0.012 0.377
H 25.17035 -25.20486 4.04465 -0.269 -0.039 -0.329
H 24.49205 -20.72985 3.78104 0.420 0.226 0.187
H 25.52713 -20.22490 2.56182 0.114 -0.009 0.233
C 23.09479 -27.23626 -1.18829 -0.633 0.094 1.586
C 22.99016 -27.17877 0.36241 -1.071 0.519 -1.569
C 23.59950 -28.37241 1.03098 -1.082 -0.214 2.127
O 22.72505 -29.51130 1.00697 0.089 1.303 -1.336
C 23.24838 -30.67602 1.52955 0.016 -1.098 0.482
N 23.59847 -25.89936 0.85354 -0.284 -1.692 -1.121
H 22.33349 -26.56976 -1.59363 0.296 -0.014 -0.223
H 22.88060 -28.25454 -1.51279 0.299 0.012 -0.217
H 24.09116 -26.86437 -1.42716 -0.073 -0.386 -0.505
H 21.96213 -27.14779 0.72339 -0.316 -0.233 -0.444
H 23.54929 -28.04962 2.07088 0.755 -0.094 0.576
H 24.64311 -28.55749 0.77657 0.047 -0.394 -0.413
H 24.31006 -30.77895 1.30519 0.034 -0.294 -0.166
H 22.64792 -31.51019 1.16663 0.294 -0.064 -0.652
H 23.10906 -30.81872 2.60116 0.205 0.726 0.525
H 23.13395 -25.71055 1.73027 0.593 0.237 0.401
H 24.52399 -26.28593 0.97223 0.802 1.184 0.849
C 22.55773 -22.53419 -8.35526 -0.768 0.155 -0.198
C 21.99084 -23.58271 -9.32355 0.328 1.920 -0.056
C 22.58604 -23.28642 -10.76371 0.078 -0.633 1.070
O 22.49157 -21.93901 -11.19268 -0.931 -0.402 -0.013
C 23.53175 -21.62804 -12.09516 0.257 0.412 0.913
N 22.32660 -24.87655 -8.80129 0.492 -0.877 -0.906
H 22.19474 -21.54564 -8.63650 0.337 0.118 0.132
H 23.64600 -22.58044 -8.31483 0.119 0.141 -0.081
H 22.16301 -22.79010 -7.37199 0.081 0.174 0.179
H 20.91204 -23.43187 -9.28437 -0.152 -0.231 -0.470
H 22.17377 -23.95793 -11.51685 -0.133 -0.135 -0.043
H 23.65507 -23.48112 -10.67783 0.272 -0.512 0.116
H 24.41758 -21.49524 -11.47408 0.471 0.318 -0.138
H 23.26498 -20.68557 -12.57336 0.126 -0.172 -0.169
H 23.80303 -22.41116 -12.80314 -0.544 -0.109 -0.280
H 21.68731 -25.24235 -8.11020 -0.143 0.156 0.023
H 23.23153 -24.78846 -8.36147 0.129 -0.386 0.128
C 18.67268 -18.93229 0.96088 1.267 -1.250 0.418
C 20.13707 -19.58131 0.95931 -2.234 0.347 -1.040
C 20.35526 -20.18769 -0.42898 0.001 -0.697 -0.788
O 19.80126 -21.50683 -0.64520 -0.317 0.197 0.971
C 20.29297 -22.56697 0.17130 -0.166 0.141 -0.636
N 21.13677 -18.57759 1.25247 0.150 -0.542 0.278
H 18.61749 -17.98102 0.43160 0.324 -0.096 -0.126
H 18.32545 -18.77792 1.98250 -0.015 0.038 0.058
H 18.01776 -19.65996 0.48161 -0.208 0.120 0.001
H 20.18925 -20.41879 1.65502 -0.337 0.004 0.359
H 21.38640 -20.27438 -0.77153 0.473 0.410 0.487
H 19.83095 -19.58274 -1.16872 0.079 0.127 -0.069
H 21.36486 -22.66954 0.00210 0.280 0.133 0.560
H 19.86037 -23.51192 -0.15737 -0.247 0.223 -0.359
H 19.95796 -22.45910 1.20291 0.486 0.150 0.198
H 20.83620 -18.14639 2.11493 -0.077 0.501 0.165
H 21.89729 -19.16015 1.57235 1.049 0.386 -0.105
C 22.32780 -20.46916 -4.94947 -1.352 -0.120 -0.246
C 22.03548 -21.37596 -3.73418 0.952 -1.315 0.665
C 21.57907 -22.83638 -3.96827 -1.624 0.680 -0.750
O 21.42116 -23.54660 -2.70675 -0.836 -0.681 -1.073
C 20.69862 -24.82234 -2.87585 0.634 0.618 0.345
N 23.30913 -21.46504 -3.00310 0.627 -0.227 -0.021
H 22.57413 -19.45963 -4.62041 0.738 -0.234 0.270
H 21.46173 -20.22858 -5.56601 -0.573 -0.525 0.070
H 23.03149 -20.87944 -5.67376 0.382 -0.088 0.460
H 21.30284 -20.93588 -3.05767 -0.153 0.206 -0.175
H 22.14443 -23.40199 -4.70891 0.895 -0.090 0.327
H 20.62175 -22.73774 -4.48004 -0.632 -0.263 0.326
H 19.74833 -24.78570 -3.40849 0.227 0.648 -0.363
H 20.42518 -25.21867 -1.89796 0.333 0.323 0.325
H 21.35709 -25.55295 -3.34565 -0.011 0.025 -0.280
H 23.31615 -22.06907 -2.19366 -0.906 0.175 0.745
H 23.87425 -22.08567 -3.56484 0.698 0.305 -0.772
O 24.18073 -18.96608 -2.36094 0.167 1.365 0.643
H 24.67916 -18.82043 -3.16505 0.232 0.040 -0.404
H 23.65825 -19.74770 -2.54069 0.047 -0.963 -0.195
O 25.13387 -24.86411 -4.43678 -1.109 -0.215 -0.756
H 25.96602 -24.45410 -4.20086 0.987 -0.105 0.180
H 24.64630 -24.90813 -3.61423 -0.160 -0.014 0.506
O 23.96589 -24.40348 -1.79169 0.655 0.299 -0.378
H 23.05730 -24.24700 -2.04902 -0.746 0.325 -0.243
H 23.90284 -24.84408 -0.94427 0.023 -0.149 0.722
O 18.21708 -22.14692 -2.61561 -0.663 -0.233 -1.065
H 17.92277 -23.02056 -2.35799 -0.158 -0.165 0.068
H 18.81363 -21.87885 -1.91669 0.497 0.213 0.596
```
Forces are in eV/Å.